[1]
This record from the Open Molecules 2025 dataset describes 3 unconnected molecules or ions with the total composition C34H70N6O9P at a distorted geometry. The level of theory is ωB97M-V/def2-TZVPD.

```
120
Properties=species:S:1:pos:R:3:mulliken_charge:R:1
C 2.9697 -0.3290 3.9116 -0.669
C 2.7430 -0.3786 2.2556 -0.706
C 1.5126 -1.2975 1.7616 0.208
C 0.3316 -0.7801 0.8371 0.456
N 0.5925 0.1321 -0.3147 -0.678
C 1.8414 0.2482 -0.7826 0.765
O 3.1555 0.2510 -1.1443 -0.539
C -0.3317 -2.1794 0.1622 -0.263
C 0.4440 -2.7372 -1.1571 -0.212
C -0.0022 -2.0171 -2.6019 0.324
C 1.1473 -1.3987 -3.6492 -0.657
N -1.2954 -1.9380 -3.0585 -0.750
N -0.6269 -3.1091 1.2742 1.513
P 0.2980 -4.5051 1.6325 0.549
O -0.6108 -5.7328 2.1760 -0.724
O 1.2275 -5.3088 0.3969 -0.532
O 1.5146 -4.3470 2.9314 -0.530
C -1.5737 -2.5903 2.3067 -0.280
O -1.1472 -3.1656 3.6298 -0.624
C -3.0580 -3.3390 2.1138 -1.472
C -3.5771 -3.4337 0.5713 0.077
C -5.1609 -3.9710 0.5696 -0.714
C -6.1838 -2.9644 -0.2285 -0.330
C -7.6260 -2.7146 0.5224 -0.629
O -7.6171 -1.6514 1.5391 -0.332
C -7.8601 -0.3198 0.9593 -0.244
C -7.8706 0.8740 2.1268 -0.846
C -1.6751 -0.9526 2.4910 0.196
C -1.5075 -0.4788 4.0636 -0.946
O -0.1451 -0.5374 4.6148 0.105
C -0.1483 -1.0714 5.9995 -0.692
O -3.0973 -0.6665 2.0820 0.023
N -3.9004 -0.3583 3.0708 -0.180
O -5.0668 -0.6648 2.8889 -0.197
N -0.8948 -0.1200 1.4927 0.030
C -0.7912 1.3546 1.7879 -0.114
C 0.4070 1.9460 2.6596 -0.658
N 1.2615 2.8757 2.0473 -0.260
H 4.1185 -0.1332 4.1261 0.412
H 2.6720 -1.3865 4.3217 0.156
H 2.3511 0.5429 4.4006 0.043
H 3.7632 -0.8548 1.8535 0.464
H 2.7597 0.7279 1.8067 0.179
H 2.0086 -2.2281 1.1927 0.052
H 1.0770 -1.8013 2.7536 0.089
H -1.4127 -1.9461 -0.3034 -0.721
H 0.0242 -3.8444 -1.3284 0.364
H 1.6098 -2.7593 -1.0458 0.077
H 0.8270 -0.3843 -4.1347 0.313
H 1.2188 -2.2013 -4.5294 0.357
H 2.2205 -1.3857 -3.1559 -0.050
H -1.9251 -2.3897 -2.3622 0.305
H 2.1572 -4.8910 0.4243 0.381
H 2.3936 -4.0811 2.5290 0.320
H -2.0055 -3.2460 4.1640 0.589
H -2.8469 -4.4698 2.4417 0.468
H -3.8608 -2.9819 2.9011 0.476
H -2.9745 -4.2183 -0.0687 0.180
H -3.5482 -2.4093 -0.0063 -0.052
H -5.4850 -4.1003 1.6933 0.374
H -5.1453 -5.0666 0.0959 0.352
H -6.4432 -3.5087 -1.2579 0.285
H -5.6299 -1.9700 -0.5136 0.234
H -8.4113 -2.4092 -0.2932 0.346
H -7.9170 -3.7205 1.0953 0.290
H -8.9412 -0.3062 0.4898 0.379
H -7.0745 0.0253 0.1633 0.183
H -7.0085 1.6629 1.9792 0.195
H -8.8905 1.4721 2.0941 0.298
H -7.7398 0.4371 3.2191 0.209
H -1.8364 0.6527 4.2615 0.343
H -2.1610 -1.1142 4.8301 0.594
H 0.9649 -1.1974 6.4026 0.251
H -0.7162 -0.3201 6.7165 0.302
H -0.6446 -2.1561 6.0422 0.179
H -1.5330 -0.0515 0.6295 0.822
H -1.8169 1.6505 2.3296 0.557
H -0.8569 2.0031 0.7834 0.331
H 0.6579 1.7836 3.8110 0.308
H 1.9692 3.1970 2.7548 0.288
C -0.9208 9.2769 -1.0741 -1.201
C -1.0912 8.1261 -0.0944 -0.342
C 0.2075 7.7377 0.6166 -0.681
C 1.3289 7.2299 -0.2973 -0.761
C 0.9751 6.0154 -1.1588 -0.572
C 0.6345 4.7784 -0.3443 -0.939
H -0.2377 9.0172 -1.8876 0.285
H -1.8857 9.5360 -1.5214 0.375
H -0.5333 10.1664 -0.5669 0.296
H -1.5179 7.2615 -0.6139 0.228
H -1.8260 8.4218 0.6642 0.361
H -0.0202 6.9759 1.3708 0.288
H 0.5816 8.6073 1.1713 0.398
H 2.1967 6.9805 0.3286 0.355
H 1.6593 8.0426 -0.9550 0.342
H 1.8354 5.7833 -1.7982 0.361
H 0.1467 6.2524 -1.8350 0.303
H 1.4677 4.4991 0.3081 0.312
H 0.4296 3.9342 -1.0109 0.366
H -0.2531 4.9342 0.2751 0.231
C 6.0635 -3.4852 -4.1631 -1.263
C 5.6629 -2.0292 -3.9820 -0.082
C 4.9889 -1.4277 -5.2176 -0.431
C 5.8584 -1.3762 -6.4793 -0.839
C 7.1755 -0.6096 -6.3387 -0.405
C 6.9833 0.8631 -6.0164 -1.140
H 6.8057 -3.6043 -4.9574 0.288
H 6.5030 -3.8721 -3.2382 0.395
H 5.1924 -4.1017 -4.4076 0.292
H 6.5407 -1.4392 -3.6980 0.282
H 4.9634 -1.9637 -3.1399 0.067
H 4.6445 -0.4167 -4.9717 0.347
H 4.0846 -2.0061 -5.4450 0.246
H 5.2675 -0.9218 -7.2864 0.377
H 6.0803 -2.3975 -6.8110 0.354
H 7.7236 -0.6885 -7.2853 0.367
H 7.8112 -1.0747 -5.5777 0.239
H 6.3853 1.3568 -6.7888 0.293
H 7.9543 1.3669 -5.9672 0.373
H 6.4877 1.0043 -5.0519 0.249
```

Properties
HOMO level ... -11.6 eV
Lowest unoccupied orbital energy ... -0.1375 hartree
M ... 737.94 Da
Frontier orbital gap ... 7.867 eV
Charge ... +1

---

[2]
This record from the Open Molecules 2025 dataset describes 6 unconnected molecules or ions with the total composition C34H71BF2N6O9 at a distorted geometry. The level of theory is ωB97M-V/def2-TZVPD.

```
123
Properties=species:S:1:pos:R:3:mulliken_charge:R:1
O 7.6094 -4.6468 2.6987 -0.569
C 6.7096 -3.9104 3.0426 0.311
O 5.5461 -4.5323 3.5268 -0.466
C 6.7981 -2.3529 3.0199 0.130
C 7.4435 -1.8541 1.6368 -0.823
C 6.5316 -0.7025 1.0323 -0.386
B 5.3099 -1.2550 0.1145 0.099
C 3.9739 -0.3687 0.0847 -1.042
C 2.6135 -1.1664 0.0016 0.181
C 1.9669 -1.5041 1.3913 0.468
C 2.5633 -1.1799 2.6922 0.398
C 1.8251 -1.6185 3.9052 -0.647
C 0.5532 -2.3642 3.8467 -0.760
C -0.0606 -2.6702 2.5360 -0.428
C 0.6707 -2.2364 1.3403 -0.448
N 5.5794 -2.5308 -0.6546 0.083
C 5.0477 -3.7126 -0.0238 0.455
O 5.4488 -4.7754 -0.3883 -0.509
F 4.1422 -3.6891 1.0091 -0.090
C 5.2568 -2.4497 -2.0646 0.415
O 6.0630 -2.8301 -2.8497 -0.462
F 4.0691 -1.9662 -2.5758 -0.161
H 5.5171 -5.3683 3.0223 0.349
H 7.5013 -2.0042 3.8337 0.369
H 5.8051 -1.8369 3.1153 -0.098
H 7.6475 -2.6986 0.9229 0.387
H 8.4491 -1.3800 1.8497 0.471
H 7.1802 -0.1122 0.3063 0.309
H 6.1774 0.0478 1.7959 0.126
H 3.9860 0.2779 1.0136 0.347
H 4.0703 0.3616 -0.7809 0.273
H 1.8726 -0.4882 -0.5267 0.316
H 2.6482 -2.1158 -0.5926 0.406
H 3.5418 -0.6335 2.7768 -0.169
H 2.2567 -1.4078 4.9161 0.309
H 0.0173 -2.7195 4.7655 0.347
H -1.0183 -3.2281 2.3927 0.363
H 0.2201 -2.4932 0.3297 0.103
C -1.7699 -1.8987 -4.6929 -1.547
C -1.4366 -0.5905 -3.9830 0.111
C -0.8219 -0.7906 -2.5844 -0.379
O -1.7638 -1.1264 -1.5739 -0.383
C -2.0804 -2.5046 -1.4968 -0.826
N -2.6416 0.2433 -3.9289 -0.586
H -2.6520 -2.3881 -4.2771 0.279
H -1.9759 -1.7140 -5.7495 0.398
H -0.9320 -2.5994 -4.6372 0.353
H -0.6907 -0.0725 -4.5952 0.479
H -0.3860 0.1629 -2.2704 0.275
H 0.0009 -1.5174 -2.6062 0.364
H -1.2154 -3.1385 -1.7154 0.345
H -2.9064 -2.7438 -2.1699 0.308
H -2.4148 -2.7166 -0.4792 0.255
H -2.3940 1.1483 -3.5287 0.239
H -3.2597 -0.1668 -3.2302 0.311
C -4.7362 3.4458 -3.8247 -1.474
C -4.4864 3.0461 -2.3754 0.517
C -5.2522 3.9144 -1.3599 -0.831
O -4.6755 5.1929 -1.1341 -0.425
C -5.0483 6.1827 -2.0787 -0.693
N -3.0405 3.0612 -2.1195 -0.608
H -4.2286 4.3722 -4.0984 0.210
H -4.3693 2.6694 -4.5009 0.464
H -5.8049 3.5730 -4.0164 0.330
H -4.8428 2.0169 -2.2582 0.309
H -5.2209 3.4052 -0.3915 0.373
H -6.3117 4.0073 -1.6286 0.411
H -6.0836 6.0641 -2.4108 0.293
H -4.3713 6.1665 -2.9352 0.237
H -4.9485 7.1579 -1.5987 0.343
H -2.8732 2.7137 -1.1769 0.262
H -2.7527 4.0375 -2.0700 0.285
C -3.4857 -5.7742 4.0231 -1.496
C -2.7225 -6.3988 2.8598 0.190
C -2.5658 -7.9270 2.9782 -0.651
O -1.5606 -8.3413 3.8919 -0.373
C -1.9802 -8.4031 5.2442 -0.638
N -1.4222 -5.7293 2.7297 -0.428
H -2.8935 -5.7323 4.9385 0.295
H -3.7718 -4.7480 3.7811 0.359
H -4.4021 -6.3315 4.2342 0.372
H -3.3008 -6.2006 1.9511 0.344
H -2.2477 -8.3080 2.0029 0.336
H -3.5227 -8.4132 3.2053 0.419
H -3.0186 -8.7341 5.3373 0.296
H -1.8455 -7.4342 5.7295 0.225
H -1.3412 -9.1211 5.7606 0.260
H -0.9512 -6.0905 1.9024 0.260
H -0.8374 -6.0531 3.4991 0.262
C -5.8371 7.7052 -8.7085 -1.405
C -5.5296 6.2982 -8.2074 0.358
C -6.4883 5.8173 -7.1013 -0.794
O -6.2169 6.3603 -5.8164 -0.198
C -6.7852 7.6374 -5.5836 -0.751
N -4.1291 6.2437 -7.7717 -0.736
H -5.5444 8.4775 -7.9955 0.283
H -5.2937 7.9042 -9.6348 0.359
H -6.9036 7.8213 -8.9195 0.342
H -5.6485 5.6195 -9.0583 0.404
H -6.3597 4.7358 -6.9933 0.333
H -7.5373 5.9799 -7.3786 0.399
H -7.7619 7.7463 -6.0636 0.335
H -6.1064 8.4235 -5.9209 0.265
H -6.9145 7.7553 -4.5061 0.216
H -3.9035 5.2842 -7.5171 0.277
H -4.0680 6.7473 -6.8879 0.317
C 4.7182 2.2314 7.4843 -1.445
C 5.8472 1.4930 6.7736 0.383
C 6.3788 2.2321 5.5300 -0.758
O 5.5479 2.1154 4.3813 -0.196
C 4.4799 3.0469 4.3264 -0.757
N 5.3953 0.1378 6.4423 -0.659
H 3.7745 2.1787 6.9393 0.254
H 4.5420 1.7949 8.4698 0.367
H 4.9705 3.2851 7.6299 0.354
H 6.6768 1.4126 7.4838 0.447
H 7.3312 1.7723 5.2480 0.317
H 6.5945 3.2851 5.7491 0.404
H 4.7617 4.0192 4.7401 0.359
H 3.6039 2.6527 4.8455 0.248
H 4.2075 3.1831 3.2785 0.226
H 6.1785 -0.3763 6.0439 0.245
H 4.7416 0.2212 5.6648 0.220
```

Properties
HOMO level ... -8.7 eV
Lowest unoccupied orbital energy ... -0.0023 hartree
M ... 756.78 Da
Frontier orbital gap ... 8.616 eV
Structure (SMILES) ... O=C(O)CCCB(CCc1ccccc1)N(C(=O)F)C(=O)F.COC[C@@H](C)N.COC[C@@H](C)N.COC[C@@H](C)N.COC[C@@H](C)N.COC[C@@H](C)N
Charge ... 0